41
Properties=species:S:1:pos:R:3:forces:R:3 method="wB97M-V/def2-TZVPD" relative_energy_kcal_mol=0.0 total_charge=0 energy_ha=-1210.37095 spin_multiplicity=1 smiles="O=c1cccc(C2=NC(c3ccc(F)cc3)(c3ccc(F)cc3)CN2)[nH]1"
O -0.6341 -5.6481 -2.3705 0.3101 -0.6131 0.2055
F 2.3952 3.8507 -3.6347 0.1089 0.3404 0.0975
F -1.5053 3.0897 5.2053 -0.4458 0.7093 0.5364
N 0.3144 -0.5116 0.2940 1.0411 -0.9946 0.2874
C 0.0525 -5.0208 -1.5670 -0.6093 -1.0874 -1.8819
C -0.2736 -1.4813 -0.3167 -0.3158 2.0165 0.8555
C 1.3088 -5.4732 -1.0034 0.4584 0.7807 1.5312
C 1.9762 -4.6643 -0.1327 -0.8643 1.3434 -0.3631
C 1.4546 -3.2866 0.1296 -0.0672 -0.2680 -0.5754
C 0.2946 -2.8356 -0.4910 1.2564 -1.7158 0.2563
C 0.9641 2.0693 -3.1610 -0.3860 -0.6125 0.6520
C 1.8198 3.4153 -1.3679 0.3257 0.2040 -0.3151
C -0.5041 1.4624 3.9262 -0.5650 0.8216 -0.3044
C -1.8406 3.2039 2.8398 0.9111 -0.5678 -0.0223
C 0.2739 1.2771 -2.2286 0.0187 1.2549 0.9883
C 1.1526 2.6413 -0.4152 -0.4121 -0.4178 -0.2420
C -0.2576 0.9184 2.6902 0.4043 -0.3612 -0.7298
C -1.5210 2.6604 1.5707 -0.1082 -1.2573 1.1074
C 1.7202 3.1400 -2.7227 -0.5914 -0.9466 0.6684
C -1.2844 2.6039 3.9893 -0.0048 -0.3829 -1.1641
C 0.2959 1.6033 -0.8317 0.7506 0.0616 -1.0650
C -0.7385 1.4558 1.4908 0.1669 1.0812 1.0898
N -0.3813 -3.7528 -1.3128 0.8336 2.1322 1.3941
N -1.5183 -1.1202 -0.8322 -0.1875 0.3644 -0.4229
C -0.4510 0.7335 0.1901 -0.7516 0.0726 -0.8263
C -1.8373 0.2657 -0.3308 0.5399 -1.1632 -0.9791
H 1.7069 -6.4602 -1.1907 -0.4143 -0.0292 -0.3642
H 2.9204 -5.0248 0.3145 -0.6638 0.5331 -0.1711
H 2.0483 -2.5807 0.7234 -0.5027 -0.3850 -0.1621
H 0.9304 1.8413 -4.2113 -0.0370 -0.0757 -0.2341
H 2.4642 4.2441 -1.1261 0.1031 0.0951 0.4565
H -0.0994 1.0141 4.8131 0.0391 -0.0053 0.3092
H -2.4592 4.0973 2.9387 0.1721 -0.3143 -0.0441
H -0.3370 0.4573 -2.5861 0.0550 -0.0455 0.0365
H 1.3082 2.8031 0.6637 -0.1745 0.1582 -0.7071
H 0.3766 0.0388 2.6851 -0.1261 -0.0284 -0.3945
H -2.0351 3.0935 0.7133 0.4753 -0.0858 -0.0439
H -1.0961 -3.4379 -1.9570 -0.0390 -0.0775 0.2069
H -2.2339 -1.8167 -0.7521 -0.4175 -0.1243 -0.0030
H -2.2313 0.9166 -1.1202 0.0726 -0.3039 0.0755
H -2.5386 0.2182 0.4845 -0.3590 -0.1058 0.2608